DFT (the ωB97M-V functional and the def2-TZVPD basis) results for the molecule C22H29N3O4S.

```
59
Properties=species:S:1:pos:R:3:mulliken_charge:R:1
S 1.2372 2.3007 0.4738 1.65
O -1.3484 -3.8633 0.2962 -0.71
O -2.8240 -0.4596 -1.0537 0.10
O 1.8067 3.5286 -0.0034 -0.80
O 1.6150 1.8334 1.7796 -0.72
N -1.9250 -1.9076 1.2731 -0.04
N 4.0542 -0.4305 -0.3438 0.03
N 1.6162 1.1485 -0.6900 0.01
C -1.0692 -2.7149 0.5960 0.49
C -1.1179 2.8179 -0.8037 -0.56
C 2.8046 -0.9773 -0.1739 0.47
C -3.8344 -1.4297 -0.8593 -1.01
C -0.5392 2.3791 0.3709 -0.34
C 1.3903 -2.9043 0.2731 -1.65
C 1.6269 -0.2036 -0.2841 -1.26
C -2.6898 2.0287 1.3395 -0.31
C 4.3966 0.9109 0.1284 -0.23
C 5.8375 0.7930 0.6239 -0.82
C -4.7869 2.4749 0.0280 -1.60
C -2.2644 -0.5045 -2.3398 -1.01
C 2.6318 -2.3534 0.0443 -0.32
C -3.3062 -2.2623 1.4735 -1.08
C -3.2969 2.4562 0.1641 1.08
C -2.4960 2.8535 -0.9034 -0.89
C 0.2528 -2.1050 0.3062 0.55
C 6.3991 -0.2902 -0.2902 -0.75
C 5.2376 -1.2755 -0.3399 -0.96
C -4.2497 -1.4187 0.6097 -0.15
C 0.3913 -0.7579 -0.0086 1.33
C -1.3100 1.9866 1.4460 -0.35
H 5.2508 -1.9083 -1.2312 0.41
H 6.5962 0.1176 -1.2821 0.30
H -3.4619 -2.4249 -1.1401 0.46
H -5.1180 3.3898 -0.4586 0.48
H -3.2997 1.7295 2.1800 0.40
H -1.6771 -0.9398 1.4021 0.05
H -3.0304 -0.3435 -3.1094 0.32
H -3.3913 -3.3188 1.2047 0.48
H 5.8557 0.4550 1.6604 0.33
H -5.2629 -1.8091 0.7078 0.43
H -1.7753 -1.4685 -2.5240 0.34
H 4.3642 1.6286 -0.7023 0.21
H -3.5683 -2.1425 2.5306 0.36
H -2.9612 3.1893 -1.8183 0.42
H 5.2680 -1.9183 0.5508 0.44
H 6.3724 1.7373 0.5537 0.39
H -0.8137 1.6553 2.3450 0.52
H 7.3102 -0.7460 0.0914 0.39
H -0.4760 -0.1253 -0.1119 -0.18
H -4.6954 -1.1938 -1.5060 0.59
H -0.4800 3.1269 -1.6164 0.44
H 1.2873 -3.9634 0.4534 0.46
H -5.2728 2.3946 0.9970 0.34
H 2.4013 1.4366 -1.2500 0.51
H 3.4899 -3.0046 0.0563 0.41
H -4.2363 -0.3829 0.9511 -0.03
H -1.5252 0.2927 -2.3895 0.23
H -5.1056 1.6347 -0.5882 0.23
H 3.7152 1.2482 0.9116 0.13
```

Results
total charge	0
Kohn-Sham gap	0.307	hartree
SMILES	COCCCNC(=O)c1ccc(N2CCCC2)c(NS(=O)(=O)c2ccc(C)cc2)c1
energy relative to the best compared isomer or geometry (same formula, charge and spin)	34.6	kcal per mole
LUMO level	0.6144	eV



DFT (the ωB97M-V functional and the def2-TZVPD basis) results for the molecule C22H29N3O4S.

```
59
Properties=species:S:1:pos:R:3:mulliken_charge:R:1
S 1.2071 -2.0739 6.5984 -0.19
O 0.1324 1.0451 -1.9413 -0.30
O -3.4728 -0.8994 -5.9378 -0.67
O -2.2899 1.4967 3.5236 -0.69
O 0.6448 3.5482 -1.7370 -0.41
N 0.6260 -1.9871 4.1101 -0.34
N -1.5308 -0.6220 -4.8393 0.22
N -1.3149 -0.4139 2.8147 -0.11
C -1.7685 0.3588 -7.0538 -1.21
C -1.6958 -1.1821 3.9768 -0.96
C -0.2082 -0.3017 -2.2254 0.15
C 0.5268 -0.6399 -3.5266 -1.44
C -0.9879 1.5945 1.5380 0.23
C 2.9431 -2.7527 4.4737 0.67
C -2.3470 -0.4387 -5.9062 0.85
C -0.2054 -0.0468 -4.7242 -0.85
C 0.9413 4.9226 -1.7034 -0.98
C 1.5928 -2.2856 4.8980 0.18
C -1.7306 -0.4747 -2.4083 -0.37
C -0.7250 2.9508 1.6292 -1.19
C -0.7170 0.9219 0.3441 -0.31
C -0.1712 3.6355 0.5597 -0.38
C 0.1097 2.9760 -0.6251 0.87
C -0.1785 1.5944 -0.7357 0.42
C -0.4861 -1.5660 4.7745 0.11
C -1.5874 0.9142 2.7192 0.26
C 2.9610 -3.0419 2.9752 -1.52
C -0.3591 -1.5400 6.1267 -0.38
C -2.0541 -1.2823 -3.6605 -1.28
C 3.9927 -1.6990 4.8428 -1.34
H 0.1699 -0.9538 -1.4242 0.48
H 1.6865 5.1556 -0.9359 0.38
H -1.6438 -2.2958 -3.5778 0.29
H -2.5416 0.4807 -7.8072 0.34
H 3.9378 -3.4162 2.6795 0.44
H -0.9656 -0.1234 0.2579 0.32
H -0.9582 3.4661 2.5475 0.47
H 3.7843 -0.7650 4.3255 0.34
H 2.2076 -3.7829 2.7230 0.36
H -0.2660 1.0407 -4.5874 0.43
H 3.1719 -3.6736 5.0237 0.29
H -0.9244 -0.1661 -7.4962 0.32
H 3.9880 -1.5124 5.9143 0.41
H 4.9826 -2.0431 4.5541 0.39
H 0.6153 -1.7206 -3.6347 0.45
H -2.2223 -2.0890 3.6520 0.27
H 1.3505 5.1585 -2.6845 0.23
H -1.0799 -1.2445 6.8607 0.46
H -1.4355 1.3368 -6.7150 0.29
H -2.1754 0.5180 -2.5038 0.29
H 0.3658 -0.2490 -5.6350 0.52
H -0.5560 -0.8062 2.2793 0.30
H 2.7477 -2.1332 2.4189 0.30
H -3.1349 -1.3647 -3.7980 0.50
H -2.3724 -0.5674 4.5742 0.43
H 1.5286 -0.2132 -3.4756 0.47
H 0.0309 4.6896 0.6605 0.42
H -2.1819 -0.9617 -1.5439 0.44
H 0.0432 5.5248 -1.5320 0.39
```

Results
total charge	0
Kohn-Sham gap	0.321	hartree
SMILES	COc1ccc(C(=O)NCc2csc(C(C)C)n2)cc1OC1CCN(C(C)=O)CC1
energy relative to the best compared isomer or geometry (same formula, charge and spin)	19.2	kcal per mole
LUMO level	0.4830	eV